15
Properties=species:S:1:pos:R:3:mulliken_charge:R:1 method="wB97M-V/def2-TZVPD" charge=0 lumo_energy_ev=0.94 homo_energy_ev=-8.78 de_lowest_ev=0.204
C -1.88 0.11 0.49 -0.972
C -1.05 -0.21 -0.76 -0.543
N 0.36 -0.06 -0.46 0.113
C 1.11 -0.91 0.32 -0.238
C 2.26 -0.23 0.61 -0.444
N 2.24 1.02 0.04 -0.628
C 1.10 1.08 -0.59 -0.009
H -2.85 -0.38 0.45 0.345
H -1.34 -0.24 1.36 0.334
H -2.04 1.19 0.61 0.282
H -1.29 0.42 -1.62 0.332
H -1.22 -1.25 -1.07 0.321
H 0.76 -1.89 0.60 0.384
H 3.11 -0.57 1.19 0.383
H 0.73 1.93 -1.16 0.339